60
Properties=species:S:1:pos:R:3 method="wB97M-V/def2-TZVPD" homo_energy_ev=-9.4 charge=+1 max_force_ev_per_a=5.22 mol_weight_g_mol=343.3
O -7.290 -1.142 0.200
B -6.248 -2.099 0.009
O -5.567 -2.057 -1.248
C -5.824 -3.200 1.118
C -5.951 -4.711 0.928
C -5.539 -5.561 2.108
N -5.019 -5.213 3.341
N -4.901 -3.899 3.391
C -5.244 -2.911 2.475
O -5.043 -1.533 2.822
H -7.981 -1.500 0.795
H -5.120 -2.934 -1.301
H -6.328 -5.197 -0.017
H -5.672 -6.689 1.975
H -4.480 -3.565 4.281
H -4.102 -1.342 2.567
C -0.548 -2.221 3.781
C -0.127 -1.887 2.356
N -0.492 -0.538 1.941
C -0.353 -0.318 0.502
C 1.049 -0.401 -0.097
C -0.011 0.548 2.789
C 1.497 0.665 3.010
H -1.622 -2.056 3.922
H -0.345 -3.274 3.991
H 0.003 -1.633 4.518
H -0.630 -2.605 1.698
H 0.949 -2.071 2.252
H -0.793 0.650 0.242
H -0.984 -1.054 -0.012
H 1.645 0.480 0.147
H 0.981 -0.444 -1.187
H 1.591 -1.291 0.229
H -0.489 0.455 3.769
H -0.384 1.503 2.401
H 1.965 -0.297 3.232
H 1.692 1.323 3.861
H 2.000 1.105 2.149
C 5.198 4.608 -4.502
C 3.974 3.717 -4.324
N 4.237 2.508 -3.553
C 3.159 1.528 -3.630
C 1.803 1.917 -3.042
C 4.811 2.703 -2.228
C 4.033 3.567 -1.234
H 6.031 4.051 -4.938
H 4.959 5.435 -5.175
H 5.526 5.044 -3.556
H 3.643 3.428 -5.328
H 3.162 4.313 -3.887
H 3.489 0.591 -3.168
H 3.009 1.276 -4.686
H 1.815 1.895 -1.951
H 1.043 1.198 -3.364
H 1.474 2.905 -3.369
H 5.807 3.140 -2.347
H 5.003 1.726 -1.769
H 3.659 4.488 -1.684
H 4.689 3.853 -0.407
H 3.192 3.025 -0.798

169
Properties=species:S:1:pos:R:3 method="wB97M-V/def2-TZVPD" homo_energy_ev=-22.4 charge=+7 max_force_ev_per_a=2.32 mol_weight_g_mol=999.3 e_above_lowest_ev=0.000
C -13.408 -1.059 -1.744
C -12.197 -0.127 -1.740
N -11.286 -0.453 -0.633
C -11.243 0.226 0.559
C -10.353 -0.404 1.365
N -9.944 -1.531 0.685
C -10.544 -1.556 -0.499
C -9.031 -2.604 1.150
H -14.180 -0.696 -2.416
H -13.813 -1.152 -0.738
H -13.040 -2.029 -2.081
H -12.530 0.895 -1.559
H -11.610 -0.189 -2.654
H -11.714 1.187 0.672
H -9.879 -0.151 2.299
H -10.374 -2.341 -1.218
H -9.279 -3.477 0.550
H -9.185 -2.796 2.205
H -8.006 -2.351 0.892
C -20.486 0.807 4.542
C -19.880 2.195 4.459
N -18.508 2.165 3.884
C -17.900 3.229 3.247
C -16.636 2.878 2.933
N -16.524 1.537 3.273
C -17.648 1.158 3.855
C -15.362 0.692 3.030
H -20.570 0.371 3.541
H -21.460 0.869 5.015
H -19.806 0.150 5.081
H -19.713 2.576 5.467
H -20.465 2.923 3.905
H -18.402 4.177 3.151
H -15.795 3.361 2.470
H -17.904 0.147 4.125
H -15.607 -0.183 2.436
H -15.016 0.351 4.010
H -14.513 1.245 2.646
C -12.804 5.558 -5.546
C -12.596 6.832 -4.776
N -12.771 7.989 -5.694
C -11.869 8.383 -6.671
C -12.461 9.367 -7.376
N -13.730 9.542 -6.873
C -13.859 8.740 -5.823
C -14.794 10.318 -7.536
H -13.696 5.590 -6.175
H -12.978 4.692 -4.904
H -11.972 5.317 -6.206
H -11.635 7.059 -4.304
H -13.239 6.994 -3.906
H -10.937 7.860 -6.797
H -12.230 9.779 -8.346
H -14.724 8.680 -5.186
H -14.341 11.036 -8.213
H -15.358 10.897 -6.811
H -15.390 9.599 -8.091
C -9.560 6.576 -0.978
N -9.188 5.128 -1.046
C -7.720 5.018 -1.408
C -9.407 4.461 0.263
C -10.010 4.448 -2.132
C -11.522 4.413 -1.987
O -11.905 3.539 -0.934
H -9.612 7.007 -1.975
H -8.785 7.118 -0.439
H -10.501 6.639 -0.442
H -7.194 5.380 -0.528
H -7.452 5.626 -2.267
H -7.511 3.959 -1.539
H -9.513 3.389 0.125
H -10.351 4.778 0.700
H -8.628 4.718 0.976
H -9.652 3.419 -2.142
H -9.741 4.969 -3.049
H -11.922 4.049 -2.942
H -11.974 5.412 -1.946
H -12.747 3.736 -0.511
C -19.959 0.585 -0.520
N -20.312 -0.782 -1.045
C -19.051 -1.531 -1.361
C -21.119 -1.530 -0.024
C -21.203 -0.611 -2.278
C -21.505 -1.864 -3.060
O -20.314 -2.289 -3.720
H -19.563 0.432 0.480
H -20.915 1.100 -0.435
H -19.249 1.060 -1.189
H -19.216 -2.603 -1.365
H -18.402 -1.414 -0.489
H -18.639 -1.101 -2.264
H -21.234 -2.566 -0.328
H -22.096 -1.064 0.064
H -20.567 -1.536 0.914
H -20.651 0.032 -2.967
H -22.099 -0.137 -1.887
H -22.263 -1.605 -3.807
H -21.936 -2.691 -2.491
H -20.561 -3.038 -4.277
C -22.482 5.731 -3.536
N -22.182 6.139 -2.107
C -21.301 7.345 -2.184
C -23.490 6.471 -1.412
C -21.449 5.078 -1.324
C -20.123 4.559 -1.876
O -19.009 5.258 -1.318
H -21.593 5.333 -4.013
H -22.770 6.633 -4.064
H -23.224 4.942 -3.444
H -20.406 7.027 -2.717
H -21.024 7.657 -1.180
H -21.775 8.143 -2.748
H -23.215 6.901 -0.453
H -23.991 5.523 -1.229
H -24.045 7.116 -2.084
H -22.133 4.238 -1.188
H -21.339 5.509 -0.329
H -20.090 4.583 -2.969
H -20.050 3.500 -1.612
H -18.294 4.586 -1.282
C -15.890 8.033 1.270
N -17.233 8.203 1.896
C -17.002 8.223 3.384
C -17.740 9.572 1.508
C -18.146 7.071 1.408
C -19.490 7.034 2.108
O -19.386 6.370 3.371
H -15.387 7.154 1.667
H -15.325 8.941 1.458
H -16.009 7.880 0.198
H -16.113 8.766 3.689
H -16.779 7.180 3.634
H -17.922 8.444 3.908
H -18.669 9.788 2.028
H -17.854 9.553 0.427
H -17.015 10.310 1.841
H -17.560 6.159 1.499
H -18.238 7.360 0.361
H -20.047 6.310 1.503
H -19.955 8.012 2.189
H -19.736 6.952 4.054
C -17.337 0.688 -4.554
N -17.296 1.433 -5.865
C -17.533 2.882 -5.523
C -15.945 1.319 -6.454
C -18.370 1.057 -6.848
C -18.865 -0.363 -6.767
O -17.731 -1.229 -6.943
H -17.405 -0.391 -4.652
H -18.239 1.042 -4.059
H -16.428 0.971 -4.037
H -17.533 3.451 -6.446
H -16.802 3.175 -4.769
H -18.486 2.936 -5.000
H -15.861 1.826 -7.414
H -15.671 0.278 -6.609
H -15.212 1.771 -5.787
H -18.010 1.326 -7.843
H -19.279 1.661 -6.774
H -19.654 -0.635 -7.462
H -19.175 -0.538 -5.727
H -18.044 -2.072 -7.289
P -16.129 2.629 -1.012
F -16.162 4.094 -0.259
F -17.414 3.051 -1.946
F -15.117 3.389 -2.050
F -16.004 1.223 -1.785
F -14.808 2.223 -0.162
F -17.139 2.052 0.078

13
Properties=species:S:1:pos:R:3 method="wB97M-V/def2-TZVPD" homo_energy_ev=-14.7 charge=+1 max_force_ev_per_a=2.34 mol_weight_g_mol=61.1 e_above_lowest_ev=1.169
N -1.277 0.903 1.829
H -0.367 -0.756 0.758
H -0.953 1.856 1.739
H -2.189 0.873 1.375
H -1.229 0.603 2.783
C 0.882 0.497 -1.647
C 0.225 -0.528 -1.134
N 0.508 -0.999 0.264
H 1.652 0.999 -1.079
H 0.744 0.709 -2.697
H -0.541 -1.104 -1.632
H 1.334 -0.509 0.598
H 0.942 -1.921 0.205

11
Properties=species:S:1:pos:R:3 method="wB97M-V/def2-TZVPD" homo_energy_ev="-16.0 / -16.0" charge=+1 max_force_ev_per_a=4.40 smiles="C1N=C1C1=[NH+]C1" mol_weight_g_mol=81.1 e_above_lowest_ev=6.131
C 2.158 0.504 -0.319
N 2.168 -0.775 0.294
C 0.990 -0.484 -0.006
C -0.421 -0.532 -0.084
N -2.119 -0.782 -0.514
C -1.602 -0.085 0.650
H 2.463 0.600 -1.356
H 2.226 1.391 0.305
H -2.317 -0.215 -1.334
H -1.810 -0.616 1.582
H -1.737 0.994 0.780

8
Properties=species:S:1:pos:R:3 method="wB97M-V/def2-TZVPD" homo_energy_ev=-10.2 charge=0 max_force_ev_per_a=5.96 smiles=Nc1nnno1 mol_weight_g_mol=86.1 e_above_lowest_ev=1.614
N -0.666 1.429 -1.087
C -0.174 0.429 -0.351
N -0.097 -0.830 -0.783
N 0.383 -1.433 0.284
N 0.646 -0.705 1.257
O 0.228 0.611 0.851
H -1.332 1.064 -1.864
H -1.305 2.247 -0.532

83
Properties=species:S:1:pos:R:3 method="wB97M-V/def2-TZVPD" homo_energy_ev="-13.6 / -13.5" charge=+2 max_force_ev_per_a=3.69 multiplicity=4 mol_weight_g_mol=669.6 e_above_lowest_ev=3.177
C -5.197 2.421 0.741
C -4.462 1.498 -0.024
C -4.788 1.425 -1.398
C -5.872 2.175 -1.886
N -6.594 2.982 -1.117
C -6.264 3.137 0.160
C -3.484 0.665 0.655
C -2.794 -0.149 1.275
C -2.082 -1.356 1.705
C -0.913 -1.266 2.479
C -0.159 -2.453 2.716
C -0.569 -3.632 2.018
C -1.770 -3.786 1.359
C -2.607 -2.645 1.423
Co 1.238 -3.537 2.047
P 0.606 1.287 -0.616
H -4.250 0.762 -2.050
H -5.004 2.516 1.804
H -6.179 2.103 -2.927
H -6.858 3.811 0.778
H -3.664 -2.709 1.174
H -0.613 -0.305 2.904
H -2.010 -4.677 0.790
H 0.620 -2.656 3.500
C 2.104 2.294 -1.044
C 1.961 3.586 -1.844
H 2.739 1.587 -1.602
H 2.631 2.499 -0.100
H 2.962 3.970 -2.079
H 1.448 3.443 -2.802
H 1.451 4.376 -1.279
C -0.614 1.640 -1.978
C -1.501 2.879 -1.924
H -1.256 0.743 -1.958
H -0.058 1.609 -2.927
H -2.156 2.882 -2.807
H -2.167 2.873 -1.053
H -0.931 3.818 -1.948
C -0.126 2.148 0.861
C -0.031 3.672 0.934
H 0.402 1.708 1.727
H -1.169 1.801 0.934
H -0.456 4.010 1.889
H 1.005 4.031 0.900
H -0.608 4.169 0.144
Br 3.357 -4.210 1.578
P 1.166 -1.516 -2.526
C 1.363 -0.427 -4.016
C 2.267 -0.970 -5.105
H 1.783 0.513 -3.615
H 0.363 -0.174 -4.400
H 2.373 -0.206 -5.882
H 3.269 -1.187 -4.722
H 1.856 -1.866 -5.581
C 2.633 -2.656 -2.452
C 2.579 -4.022 -3.140
H 2.768 -2.833 -1.369
H 3.510 -2.080 -2.788
H 3.469 -4.595 -2.844
H 1.709 -4.615 -2.829
H 2.600 -3.962 -4.237
C -0.212 -2.712 -2.806
C -0.387 -3.214 -4.226
H -1.120 -2.197 -2.459
H -0.057 -3.554 -2.113
H -1.322 -3.782 -4.286
H -0.448 -2.402 -4.955
H 0.419 -3.892 -4.521
S 2.076 -1.446 1.298
C 2.342 -0.629 2.812
N 2.738 -1.355 3.872
C 2.152 -1.159 5.202
C 1.271 0.066 5.199
C 1.878 1.181 4.385
N 2.081 0.689 3.020
H 3.112 -2.286 3.644
H 2.966 -1.054 5.929
H 1.592 -2.068 5.454
H 1.127 0.391 6.225
H 0.283 -0.203 4.825
H 2.831 1.493 4.830
H 1.219 2.050 4.342
H 2.242 1.319 2.245